(1)
The following is a quantum chemistry calculation of a molecular structure, C43H58CoN3O2, from OMol25.

Geometry as XYZ:
```
107
Properties=species:S:1:pos:R:3:forces:R:3:mulliken_charge:R:1
Co 0.4920 -0.6153 0.1776 0.1 -0.2 0.0 2.027
C 3.4457 -1.0804 -1.5510 0.0 0.0 0.0 -1.535
N 2.9888 -0.2648 -0.4361 0.0 0.0 0.0 0.834
C 3.8623 -0.4760 0.7089 0.0 0.0 0.0 -1.341
C 2.9238 1.1504 -0.7708 0.0 0.0 0.0 -1.267
C 1.7823 1.4372 -1.7268 0.0 0.0 0.0 -1.149
N 0.4893 1.0919 -1.1160 0.0 0.0 0.0 1.594
C -0.4951 0.6692 -2.1524 0.0 0.0 0.0 -0.827
C -0.0232 -0.4285 -3.0733 0.0 0.0 0.0 -0.495
C 0.0091 -0.1641 -4.4366 0.0 0.0 0.0 -0.320
C 0.3804 -1.1217 -5.3676 0.0 0.0 0.0 -0.722
C 0.6882 -2.3820 -4.8604 0.0 0.0 0.0 -0.459
C 0.6673 -2.7177 -3.5142 0.0 0.0 0.0 0.692
C 0.3514 -1.7020 -2.5615 0.0 0.0 0.0 0.546
O 0.4176 -1.9265 -1.2827 -0.1 0.1 0.0 -1.937
C 1.0289 -4.1724 -3.1534 0.0 0.0 0.0 2.360
C 2.4903 -4.4377 -3.5492 0.0 0.0 0.0 -1.450
C 0.8688 -4.5463 -1.6748 0.0 0.0 0.0 -2.137
C 0.1216 -5.1349 -3.9402 0.0 0.0 0.0 -1.804
C 0.4550 -0.8619 -6.8702 0.0 0.0 0.0 2.078
C 0.0789 0.5774 -7.2237 0.0 0.0 0.0 -2.164
C 1.8845 -1.1161 -7.3699 0.0 0.0 0.0 -1.636
C -0.5078 -1.8006 -7.6115 0.0 0.0 0.0 -1.632
C -0.0267 2.2564 -0.3608 0.0 0.0 0.0 -1.952
C -0.8969 2.0577 0.8731 0.0 -0.1 0.0 -0.398
C -0.9994 3.1868 1.6851 0.0 0.0 0.0 -0.299
C -1.8059 3.2251 2.8058 0.0 0.0 0.0 -0.356
C -2.5369 2.0661 3.0892 0.0 0.0 0.0 0.143
C -2.4593 0.9083 2.3381 0.0 0.0 0.0 -0.612
C -1.5919 0.8737 1.2005 0.0 0.1 0.0 1.727
O -1.4502 -0.2219 0.4929 0.0 0.0 0.1 -1.390
C -3.2796 -0.3304 2.7106 0.0 0.0 0.0 2.303
C -4.1835 -0.7269 1.5325 0.0 0.0 0.0 -1.646
C -4.1859 -0.0764 3.9184 0.0 0.0 0.0 -2.328
C -2.3526 -1.4998 3.0748 0.0 0.0 0.0 -1.370
C -1.9304 4.4446 3.7179 0.0 0.0 0.0 2.180
C -1.0486 5.6044 3.2547 0.0 0.0 0.0 -2.286
C -3.3865 4.9310 3.7388 0.0 0.0 0.0 -1.766
C -1.5061 4.0707 5.1456 0.0 0.0 0.0 -1.639
H 4.4800 -0.8248 -1.8391 0.0 0.0 0.0 0.368
H 2.7996 -0.9709 -2.4193 0.0 0.0 0.0 0.295
H 3.4114 -2.1280 -1.2538 0.0 0.0 0.0 0.453
H 4.9029 -0.1933 0.4760 0.0 0.0 0.0 0.367
H 3.8356 -1.5266 0.9953 0.0 0.0 0.0 0.307
H 3.5065 0.1032 1.5584 0.0 0.0 0.0 0.357
H 3.8730 1.5065 -1.2090 0.0 0.0 0.0 0.440
H 2.7677 1.6996 0.1621 0.0 0.0 0.0 0.578
H 1.9024 0.8462 -2.6330 0.0 0.0 0.0 0.520
H 1.7951 2.4928 -2.0303 0.0 0.0 0.0 0.325
H -0.7539 1.5472 -2.7614 0.0 0.0 0.0 0.497
H -1.3848 0.3589 -1.6027 0.0 0.0 0.0 0.454
H -0.2661 0.8344 -4.7585 0.0 0.0 0.0 0.478
H 0.9723 -3.1534 -5.5675 0.0 0.0 0.0 0.369
H 3.1602 -3.7724 -3.0024 0.0 0.0 0.0 0.183
H 2.6512 -4.2735 -4.6166 0.0 0.0 0.0 0.277
H 2.7675 -5.4697 -3.3151 0.0 0.0 0.0 0.456
H 1.5607 -4.0045 -1.0355 0.0 0.0 0.0 0.237
H 1.0590 -5.6198 -1.5727 0.0 0.0 0.0 0.532
H -0.1355 -4.3335 -1.3126 0.0 0.0 0.0 0.394
H 0.2257 -5.0280 -5.0198 0.0 0.0 0.0 0.284
H -0.9254 -4.9611 -3.6841 0.0 0.0 0.0 0.410
H 0.3696 -6.1684 -3.6839 0.0 0.0 0.0 0.464
H 0.7517 1.2942 -6.7485 0.0 0.0 0.0 0.393
H -0.9423 0.8103 -6.9167 0.0 0.0 0.0 0.384
H 0.1460 0.7190 -8.3050 0.0 0.0 0.0 0.435
H 2.5883 -0.4501 -6.8665 0.0 0.0 0.0 0.353
H 1.9529 -0.9425 -8.4478 0.0 0.0 0.0 0.451
H 2.1969 -2.1422 -7.1716 0.0 0.0 0.0 0.301
H -1.5346 -1.6304 -7.2824 0.0 0.0 0.0 0.354
H -0.2669 -2.8473 -7.4213 0.0 0.0 0.0 0.292
H -0.4563 -1.6312 -8.6909 0.0 0.0 0.0 0.464
H -0.5606 2.9027 -1.0762 0.0 0.0 0.0 0.374
H 0.8444 2.8265 -0.0320 0.0 0.0 0.0 0.476
H -0.4212 4.0606 1.4027 0.0 0.0 0.0 0.537
H -3.1862 2.0767 3.9554 0.0 0.0 0.0 0.338
H -4.8816 0.0823 1.3004 0.0 0.0 0.0 0.352
H -4.7667 -1.6151 1.7936 0.0 0.0 0.0 0.468
H -3.5878 -0.9428 0.6492 0.0 0.0 0.0 0.134
H -4.8932 0.7367 3.7360 0.0 0.0 0.0 0.372
H -3.6092 0.1577 4.8165 0.0 0.0 0.0 0.350
H -4.7622 -0.9816 4.1225 0.0 0.0 0.0 0.482
H -1.7015 -1.7578 2.2448 0.0 0.0 0.0 -0.020
H -2.9522 -2.3746 3.3455 0.0 0.0 0.0 0.509
H -1.7231 -1.2374 3.9287 0.0 0.0 0.0 0.191
H -1.3273 5.9438 2.2550 0.0 0.0 0.0 0.408
H 0.0055 5.3215 3.2410 0.0 0.0 0.0 0.417
H -1.1615 6.4480 3.9399 0.0 0.0 0.0 0.427
H -3.7080 5.2111 2.7337 0.0 0.0 0.0 0.369
H -3.4930 5.8011 4.3930 0.0 0.0 0.0 0.469
H -4.0592 4.1518 4.0990 0.0 0.0 0.0 0.299
H -0.4597 3.7583 5.1618 0.0 0.0 0.0 0.276
H -2.1090 3.2492 5.5363 0.0 0.0 0.0 0.252
H -1.6205 4.9251 5.8188 0.0 0.0 0.0 0.568
N 1.1183 0.8659 9.9473 0.0 0.0 0.0 -0.580
C 1.1311 0.6207 8.8229 0.0 0.0 0.0 0.024
C 1.1525 0.3156 7.4212 0.0 0.0 -0.1 0.341
C 0.3420 1.0258 6.5331 0.0 0.0 0.0 -0.580
C 0.3674 0.7319 5.1855 0.0 0.0 0.0 0.389
C 1.2072 -0.2771 4.6869 0.0 0.1 0.0 -0.211
C 2.0142 -0.9813 5.5893 0.0 0.0 0.0 -0.641
C 1.9874 -0.6926 6.9395 0.0 0.0 0.0 -0.689
C 1.2180 -0.5554 3.2904 0.0 -0.1 0.0 0.620
C 1.1156 -0.7648 2.0929 0.0 0.2 -0.1 -1.722
H -0.3039 1.8089 6.9093 0.0 0.0 0.0 0.484
H -0.2601 1.2747 4.4889 0.0 0.0 0.0 0.522
H 2.6608 -1.7620 5.2118 0.0 0.0 0.0 0.505
H 2.6134 -1.2417 7.6307 0.0 0.0 0.0 0.449
```
Positions in Å, forces in eV/Å.

Results
- Lowest unoccupied orbital energy (alpha / beta): 2.39 / 2.39 eV
- Strongest force on any atom: 0.0036 Eh/bohr
- Charge: -1
- 2S+1: 4


(2)
The following is a quantum chemistry calculation of a molecular structure, C43H59AsBI2LiN2P2, from OMol25.

Geometry as XYZ:
```
111
Properties=species:S:1:pos:R:3:forces:R:3:mulliken_charge:R:1
Li 1.2142 0.5712 -1.0977 0.1 0.2 -0.2 -0.751
C 4.4476 0.5022 4.0162 0.0 0.0 0.0 -1.779
C 4.1010 0.9298 2.5844 0.1 0.1 0.0 1.818
C 4.7930 2.2610 2.2688 0.1 0.0 0.0 -1.866
C 4.6493 -0.1382 1.6189 0.0 0.0 0.0 -1.765
P 2.2939 1.0864 2.0842 -0.1 -0.1 -0.1 0.311
C 1.6712 -0.5681 2.6824 -0.1 0.0 -0.1 -1.982
N 0.9112 -1.2747 1.6711 0.0 -0.2 0.0 0.600
B 0.6397 -0.8925 0.2812 -0.3 -0.5 0.4 1.467
N -0.1146 -2.0647 -0.1852 0.2 -0.2 0.0 0.812
C -0.6487 -2.2010 -1.5248 0.1 0.0 0.0 -0.126
P 0.5775 -1.5653 -2.7816 -0.2 0.1 0.3 1.194
C 1.8280 -2.9673 -2.8680 0.1 0.0 -0.1 1.934
C 2.7569 -2.6963 -4.0591 0.0 0.0 0.0 -1.991
C 1.2728 -4.3892 -2.9729 0.0 -0.1 0.1 -1.762
C 2.6764 -2.8843 -1.5824 0.0 -0.1 0.0 -1.882
C -0.4923 -1.5031 -4.3270 0.0 0.1 -0.1 2.082
C -1.7245 -0.6550 -3.9523 0.0 -0.1 -0.1 -2.382
C 0.2778 -0.7238 -5.4029 0.0 0.0 0.0 -1.728
C -0.9687 -2.8365 -4.9021 -0.1 0.0 0.0 -1.981
C -0.2254 -3.0408 0.7951 -0.1 0.2 -0.2 0.359
C -0.8374 -4.2836 0.8055 0.0 -0.1 0.1 -0.837
C -0.8039 -5.0372 1.9843 0.0 0.1 -0.1 -0.990
C -0.1789 -4.5497 3.1255 0.0 0.1 0.0 -1.065
C 0.4373 -3.2927 3.1204 -0.1 -0.1 0.0 -0.574
C 0.4097 -2.5463 1.9540 0.1 0.3 0.0 0.420
C 1.3776 2.3082 3.1966 0.1 0.1 -0.1 1.965
C 1.8316 2.4351 4.6479 -0.1 0.0 0.1 -1.947
C -0.1082 1.9156 3.1770 0.1 0.0 0.2 -1.270
C 1.5176 3.6782 2.5089 0.0 0.0 0.1 -1.809
H 5.4874 0.1546 4.0456 -0.1 0.0 0.0 0.550
H 4.3623 1.3224 4.7251 0.0 0.0 0.0 0.345
H 3.8244 -0.3203 4.3724 0.0 0.0 0.0 0.230
H 5.8769 2.1584 2.3958 -0.1 0.0 0.0 0.503
H 4.6005 2.5712 1.2371 0.0 0.0 0.0 0.307
H 4.4578 3.0612 2.9327 0.0 0.0 0.0 0.323
H 5.7446 -0.1127 1.6336 -0.1 0.0 0.0 0.595
H 4.3366 -1.1473 1.9010 0.0 0.1 0.0 0.301
H 4.3132 0.0337 0.5930 0.0 0.0 0.0 0.156
H 2.5267 -1.1740 2.9883 0.1 0.0 0.0 0.932
H 1.0662 -0.4355 3.5821 -0.1 0.0 0.1 0.654
H -0.9253 -3.2366 -1.7294 0.0 0.0 0.0 0.323
H -1.5575 -1.6057 -1.6290 0.0 0.0 0.0 -1.239
H 2.2553 -2.8567 -5.0148 0.0 0.0 0.0 0.320
H 3.1448 -1.6736 -4.0436 0.0 0.0 0.0 0.310
H 3.6089 -3.3829 -4.0175 0.0 0.0 0.0 0.522
H 0.8890 -4.6190 -3.9661 0.0 0.0 0.0 0.325
H 2.0819 -5.0979 -2.7604 0.0 0.0 0.0 0.514
H 0.4844 -4.5822 -2.2425 0.1 0.0 0.0 0.177
H 2.9862 -1.8630 -1.3494 0.0 0.0 0.0 0.245
H 2.1415 -3.2678 -0.7123 0.0 0.0 0.0 0.125
H 3.5758 -3.4952 -1.7259 -0.1 0.0 0.0 0.698
H -1.4689 0.2019 -3.3203 0.0 0.0 0.0 0.095
H -2.1805 -0.2638 -4.8674 0.0 0.0 0.0 0.739
H -2.4827 -1.2407 -3.4292 0.0 0.0 0.0 0.395
H 0.6077 0.2469 -5.0231 0.0 0.0 0.0 0.144
H 1.1558 -1.2613 -5.7585 0.0 0.0 0.0 0.378
H -0.3751 -0.5469 -6.2646 0.0 0.0 0.0 0.521
H -1.3862 -3.4944 -4.1357 0.0 0.0 0.0 0.265
H -1.7552 -2.6500 -5.6432 0.1 0.0 0.0 0.499
H -0.1634 -3.3688 -5.4106 0.0 0.0 0.0 0.343
H -1.3517 -4.6639 -0.0696 0.0 0.0 0.0 0.470
H -1.2799 -6.0106 2.0079 0.0 0.0 0.0 0.401
H -0.1675 -5.1470 4.0292 0.0 0.0 0.0 0.387
H 0.9224 -2.9153 4.0129 0.0 0.0 0.0 0.501
H 1.8021 1.4763 5.1703 0.0 0.0 0.0 0.315
H 2.8394 2.8426 4.7289 0.0 0.0 0.0 0.317
H 1.1589 3.1217 5.1768 0.0 -0.1 0.0 0.519
H -0.3385 1.1468 3.9166 0.0 0.0 0.0 0.362
H -0.7233 2.7916 3.4054 0.0 -0.1 0.0 1.028
H -0.4189 1.5421 2.1978 0.3 0.0 0.3 -1.358
H 2.5610 4.0000 2.4558 -0.1 0.0 0.0 0.367
H 1.1266 3.6450 1.4908 0.0 0.0 0.0 0.180
H 0.9559 4.4363 3.0677 0.0 -0.1 0.0 0.525
I 0.5368 2.8191 -2.9091 -0.1 0.0 0.0 0.181
C 2.6258 3.1614 -2.9413 0.0 0.1 -0.1 -0.919
I 3.8011 1.4880 -2.3974 0.0 -0.1 0.1 0.120
H 2.8315 3.9416 -2.2230 0.0 0.1 0.0 0.493
H 2.9028 3.4471 -3.9462 0.0 0.1 0.0 0.460
C -4.0276 4.9549 3.0485 0.0 0.0 0.0 -0.439
C -3.0556 5.3950 2.1590 0.0 0.0 0.0 -0.779
C -2.3736 4.4784 1.3693 -0.1 0.0 0.1 -0.296
C -2.6699 3.1184 1.4442 -0.1 0.0 0.0 0.334
C -3.6398 2.6820 2.3426 0.0 0.1 0.0 -0.033
C -4.3154 3.6003 3.1409 0.1 -0.1 0.0 -0.840
As -1.6311 1.9164 0.2838 -0.4 0.2 -0.5 1.289
C -2.5346 0.2410 0.6608 0.1 0.0 0.0 -0.155
C -2.2874 -0.6087 1.7298 -0.1 0.0 0.0 0.651
C -2.9579 -1.8213 1.8148 0.0 0.0 0.0 -0.294
C -3.8615 -2.1840 0.8203 0.0 0.1 0.0 -1.169
C -4.1035 -1.3398 -0.2554 0.0 -0.1 0.0 -0.320
C -3.4400 -0.1188 -0.3414 0.0 0.1 -0.1 -0.550
C -3.5927 0.8771 -1.4304 -0.1 -0.1 0.1 0.543
C -4.4465 0.7677 -2.5234 0.0 0.0 0.0 -0.119
C -4.5148 1.7935 -3.4577 0.0 0.0 0.1 -0.945
C -3.7408 2.9386 -3.3041 0.0 0.0 0.0 -0.718
C -2.8800 3.0522 -2.2159 0.0 -0.1 0.0 -0.743
C -2.8017 2.0222 -1.2862 0.0 0.0 0.0 0.168
H -4.5569 5.6666 3.6705 0.0 0.0 0.0 0.384
H -2.8201 6.4506 2.0883 0.0 0.0 0.0 0.401
H -1.5968 4.8276 0.6967 0.0 0.0 0.0 0.347
H -3.8751 1.6277 2.4192 0.0 0.0 0.0 0.408
H -5.0703 3.2528 3.8366 0.0 0.0 0.0 0.417
H -1.5466 -0.3517 2.4783 -0.1 0.0 0.0 -0.049
H -2.7453 -2.4975 2.6349 0.0 0.0 0.0 0.411
H -4.3698 -3.1391 0.8779 0.0 0.0 0.0 0.375
H -4.8026 -1.6398 -1.0282 0.0 0.0 0.0 0.358
H -5.0648 -0.1135 -2.6496 0.0 0.0 0.0 0.395
H -5.1819 1.7033 -4.3063 0.0 0.0 0.0 0.420
H -3.8092 3.7425 -4.0283 0.0 0.0 0.0 0.436
H -2.2858 3.9513 -2.0927 0.0 0.0 0.0 0.691
```
Positions in Å, forces in eV/Å.

Results
- Lowest unoccupied orbital energy: -0.56 eV
- Strongest force on any atom: 0.0133 Eh/bohr
- Charge: 0